The following is a quantum chemistry calculation of 2 unconnected molecules or ions with the total composition C4H9O4P in a non-equilibrium geometry, from the Open Molecules 2025 dataset.

Structure (ORCA input):
```
! RIJCOSX wB97M-V def2-TZVPD def2/J DEFGRID3
* xyz 0 1
C 0.01466 -0.90197 1.42471
C -0.90776 -1.15690 -1.30243
C -0.16609 2.38063 0.02667
C -0.11879 0.07567 0.53540
O 2.96862 -0.21576 1.22557
O -0.49806 0.00917 -0.73418
O 0.22839 1.29807 0.90555
O 2.20323 0.00768 -1.09310
P 3.39091 0.17025 -0.29568
H -0.16772 -1.88380 1.17906
H 1.95742 -0.09276 1.45683
H 0.47105 -0.70239 2.44223
H -1.74567 -1.47834 -0.83636
H -0.08553 -1.79842 -1.35673
H -1.18240 -0.84588 -2.41461
H -1.13688 2.05791 -0.23103
H 0.47813 2.39586 -0.91890
H -0.02190 3.30240 0.50486
*
```

Lowest unoccupied orbital energy in eV: 0.220
Max |F| in eV/A: 4.8
Relative energy (zero: lowest compared OMol25 entry of this formula, charge and spin) in kcal/mol: 16.8

For each atom in turn, the Mulliken charge in e is: number 1, C, carries -0.886; number 2, C, carries -1.050; number 3, C, carries -0.666; number 4, C, carries 0.665; number 5, O, carries -0.437; number 6, O, carries -0.270; number 7, O, carries -0.390; number 8, O, carries -0.257; number 9, P, carries 0.233; number 10, H, carries 0.337; number 11, H, carries 0.481; number 12, H, carries 0.365; number 13, H, carries 0.451; number 14, H, carries 0.390; number 15, H, carries 0.205; number 16, H, carries 0.318; number 17, H, carries 0.235; number 18, H, carries 0.276

=====

The following is a quantum chemistry calculation of a molecular structure, C9H24BClO3Sb, from the Open Molecules 2025 dataset.

Structure (ORCA input):
```
! RIJCOSX wB97M-V def2-TZVPD def2/J DEFGRID3
* xyz -1 1
C -1.29667 -3.40122 -0.94236
C -1.54189 -2.03791 -1.59880
C -0.34788 -1.07761 -1.54782
Sb 0.39978 -0.30036 0.42142
O 0.88812 -2.21955 1.13779
C -1.61186 -0.51806 1.30546
C -2.74078 0.30005 0.68886
O -2.97325 1.52239 1.40154
B 2.57692 -0.11631 -0.27604
C 3.19636 -0.60006 -1.64150
O 3.42569 0.43391 0.64568
C -0.00995 1.86161 -0.17861
Cl 1.18328 2.41362 -1.43161
C -0.04301 2.82102 1.01441
C 1.32378 3.27027 1.56160
H -1.94090 -4.16465 -1.38804
H -0.25612 -3.71029 -1.05651
H -1.49794 -3.38551 0.12825
H -2.44165 -1.58422 -1.17529
H -1.78498 -2.23500 -2.65294
H -0.61244 -0.17867 -2.12050
H 0.47556 -1.54692 -2.09805
H 0.97592 0.31604 2.02723
H 1.27037 -2.69524 0.39178
H -1.53197 -0.24944 2.36186
H -1.88732 -1.57318 1.26872
H -2.55234 0.50578 -0.37048
H -3.67712 -0.27272 0.71297
H -2.86921 2.25933 0.79352
H 3.22471 -1.69669 -1.63476
H 4.21082 -0.22664 -1.81200
H 2.57199 -0.31628 -2.49161
H 3.05734 0.31246 1.53583
H -0.96250 1.93644 -0.70549
H -0.63380 3.70859 0.75246
H -0.57953 2.30347 1.81201
H 2.14997 2.95927 0.92518
H 1.50084 2.82898 2.54354
H 1.36169 4.35332 1.69231
*
```

Lowest unoccupied orbital energy in eV: 3.191
Max |F| in eV/A: 0.7
Relative energy (zero: lowest compared OMol25 entry of this formula, charge and spin) in kcal/mol: 2.7

For each atom in turn, the Mulliken charge in e is: number 1, C, carries -1.103; number 2, C, carries -0.311; number 3, C, carries -1.132; number 4, Sb, carries 0.627; number 5, O, carries -0.785; number 6, C, carries -0.886; number 7, C, carries -0.526; number 8, O, carries -0.599; number 9, B, carries 0.544; number 10, C, carries -1.101; number 11, O, carries -0.585; number 12, C, carries -0.586; number 13, Cl, carries -0.208; number 14, C, carries -0.337; number 15, C, carries -1.161; number 16, H, carries 0.379; number 17, H, carries 0.177; number 18, H, carries 0.237; number 19, H, carries 0.116; number 20, H, carries 0.458; number 21, H, carries 0.383; number 22, H, carries 0.518; number 23, H, carries -0.228; number 24, H, carries 0.207; number 25, H, carries 0.571; number 26, H, carries 0.235; number 27, H, carries 0.367; number 28, H, carries 0.333; number 29, H, carries 0.340; number 30, H, carries 0.342; number 31, H, carries 0.233; number 32, H, carries 0.317; number 33, H, carries 0.282; number 34, H, carries 0.395; number 35, H, carries 0.439; number 36, H, carries 0.175; number 37, H, carries 0.272; number 38, H, carries 0.287; number 39, H, carries 0.315